Density functional theory data (ωB97M-V with the def2-TZVPD basis set) for C29H31Ge2N3OPd as an isolated structure.

Geometry as XYZ:
```
67
Properties=species:S:1:pos:R:3:forces:R:3
Pd 0.902 -0.140 -0.556 1.76 -0.54 -0.67
C 4.383 2.259 0.106 -0.05 0.12 0.04
C 3.087 1.646 -0.300 -0.02 0.34 -0.18
N 2.559 0.648 0.297 -0.01 -0.11 0.11
N 3.047 0.024 1.401 -0.27 -0.03 -0.35
C 2.379 -1.111 1.564 0.21 -0.18 0.27
O 1.457 -1.562 0.775 -0.49 0.25 0.43
C 2.721 -1.950 2.735 -0.05 -0.04 -0.18
C 3.842 -1.684 3.517 0.03 0.03 0.04
C 4.128 -2.489 4.606 -0.02 0.00 -0.01
C 3.294 -3.557 4.920 0.00 0.01 0.01
C 2.176 -3.824 4.141 0.02 0.04 -0.03
C 1.891 -3.024 3.046 -0.02 -0.06 0.06
C 2.317 2.132 -1.487 0.36 -0.17 0.20
C 2.625 3.315 -2.123 0.02 0.12 -0.16
C 1.914 3.677 -3.263 0.11 0.12 0.04
C 0.917 2.850 -3.737 -0.01 -0.11 -0.02
C 0.636 1.688 -3.034 0.24 0.01 -0.05
N 1.320 1.339 -1.947 -0.84 0.26 0.25
H 4.819 1.683 0.915 0.00 -0.01 0.01
H 4.236 3.286 0.448 0.00 -0.02 -0.01
H 5.073 2.282 -0.740 -0.01 0.00 0.00
H 4.482 -0.849 3.264 0.00 -0.01 0.00
H 5.001 -2.287 5.212 -0.01 0.00 -0.01
H 3.516 -4.179 5.778 0.01 0.00 -0.02
H 1.528 -4.655 4.388 0.01 0.01 0.00
H 1.026 -3.216 2.428 0.00 -0.01 0.02
H 3.409 3.948 -1.731 0.02 -0.02 -0.05
H 2.151 4.600 -3.777 -0.01 0.00 0.02
H 0.353 3.090 -4.627 0.00 0.00 0.02
H -0.146 1.009 -3.349 -0.02 0.03 0.02
C -1.216 2.249 1.941 -0.01 0.01 0.14
Ge -2.147 2.078 0.238 0.50 -0.10 0.04
C -1.393 3.421 -0.955 0.00 0.12 -0.13
C -4.067 2.244 0.372 -0.27 0.04 -0.01
Ge -1.477 -0.135 -0.558 -1.14 0.28 0.17
C -1.880 -1.553 0.661 0.06 -0.41 0.31
C -2.687 -1.268 1.766 0.05 -0.11 -0.03
C -3.048 -2.272 2.654 0.02 0.01 0.01
C -2.586 -3.565 2.458 0.01 -0.01 0.00
C -1.761 -3.860 1.378 -0.03 0.06 0.03
C -1.406 -2.860 0.488 -0.11 0.06 0.03
C -1.891 -0.564 -2.392 0.06 -0.02 -0.35
C -1.426 -1.713 -3.043 -0.08 0.06 -0.01
C -1.801 -1.980 -4.351 0.00 0.05 0.02
C -2.639 -1.101 -5.027 0.01 -0.02 -0.02
C -3.095 0.051 -4.401 0.04 0.04 0.06
C -2.712 0.326 -3.093 0.01 -0.15 -0.13
H -1.228 3.287 2.280 -0.03 -0.02 -0.01
H -0.177 1.945 1.807 0.04 0.01 0.04
H -1.653 1.625 2.719 0.01 0.01 -0.01
H -1.704 4.412 -0.620 0.00 -0.02 -0.01
H -1.711 3.294 -1.991 0.01 0.02 0.02
H -0.304 3.375 -0.911 -0.01 0.04 -0.02
H -4.295 3.247 0.735 -0.06 -0.04 0.00
H -4.486 1.515 1.064 -0.02 0.02 -0.01
H -4.538 2.111 -0.602 -0.03 0.01 0.03
H -3.048 -0.260 1.935 -0.01 0.00 0.00
H -3.683 -2.044 3.500 0.00 0.00 -0.01
H -2.866 -4.347 3.153 0.00 0.01 -0.01
H -1.399 -4.870 1.232 0.01 0.01 0.00
H -0.747 -3.104 -0.335 0.00 0.02 -0.03
H -0.772 -2.408 -2.533 -0.01 -0.01 0.04
H -1.445 -2.876 -4.844 0.00 0.01 0.00
H -2.936 -1.315 -6.045 0.00 0.00 0.01
H -3.746 0.735 -4.930 0.00 -0.01 0.01
H -3.072 1.232 -2.618 -0.01 0.01 0.02
```
Positions in Å, forces in eV/Å.

Results
Spin multiplicity: 2
LUMO energy (spin up / spin down) (eV): -4.16 / -5.01
HOMO level (spin up / spin down) (hartree): -0.4056 / -0.4073
⟨S²⟩: 0.765
Gap between HOMO and LUMO (spin up / spin down) (eV): 6.9 / 6.1
Total charge: +1

natural (NBO) analysis output, partial charges in e:
1. Pd 0.743
2. C -0.684
3. C 0.247
4. N -0.241
5. N -0.420
6. C 0.596
7. O -0.706
8. C -0.083
9. C -0.185
10. C -0.203
11. C -0.178
12. C -0.218
13. C -0.175
14. C 0.169
15. C -0.220
16. C -0.118
17. C -0.239
18. C 0.088
19. N -0.471
20. H 0.270
21. H 0.243
22. H 0.244
23. H 0.232
24. H 0.222
25. H 0.222
26. H 0.220
27. H 0.230
28. H 0.244
29. H 0.241
30. H 0.246
31. H 0.237
32. C -1.068
33. Ge 1.206
34. C -1.071
35. C -1.068
36. Ge 0.980
37. C -0.392
38. C -0.226
39. C -0.197
40. C -0.183
41. C -0.201
42. C -0.213
43. C -0.504
44. C -0.142
45. C -0.218
46. C -0.183
47. C -0.196
48. C -0.221
49. H 0.243
50. H 0.232
51. H 0.243
52. H 0.246
53. H 0.231
54. H 0.222
55. H 0.246
56. H 0.243
57. H 0.240
58. H 0.206
59. H 0.224
60. H 0.225
61. H 0.225
62. H 0.211
63. H 0.207
64. H 0.229
65. H 0.229
66. H 0.226
67. H 0.213

Density functional theory data (ωB97M-V with the def2-TZVPD basis set) for C26H33AsN4O10P3Pd as an isolated structure.

Geometry as XYZ:
```
78
Properties=species:S:1:pos:R:3:forces:R:3
Pd -1.526 0.467 0.348 -0.01 -0.38 1.24
O -0.899 2.565 -1.699 0.17 0.18 0.17
P -2.471 2.814 -1.659 -0.28 0.06 -0.21
O -2.866 4.019 -2.410 -0.14 -0.11 -0.08
O -2.856 2.894 -0.111 0.03 0.37 -0.27
O -3.139 1.514 -2.202 0.14 -0.10 0.20
P -3.255 -0.081 -1.659 -0.38 0.05 -0.48
O -4.634 -0.453 -2.419 -0.02 0.12 0.01
O -2.141 -0.840 -2.274 -0.05 0.02 0.02
O -3.606 -0.045 -0.202 0.54 0.04 -0.20
H -0.464 3.110 -0.991 -0.06 -0.18 0.05
H -4.435 -0.627 -3.344 0.02 -0.08 0.01
N 2.677 4.383 -0.614 -0.05 -0.05 0.07
C 1.793 5.227 -1.479 0.10 0.08 -0.15
P 0.417 5.612 -0.289 0.01 0.15 0.24
O 0.898 6.730 0.574 0.00 -0.11 0.04
O 0.230 4.214 0.286 -0.10 -0.14 -0.10
C -1.014 6.084 -1.277 0.01 0.09 -0.03
N -2.162 6.216 -0.378 -0.01 -0.18 0.08
H 3.264 4.961 -0.018 0.03 0.02 -0.07
H 3.232 3.654 -1.100 0.17 0.05 -0.05
H 1.994 3.902 0.021 -0.11 -0.02 -0.01
H 1.467 4.617 -2.320 -0.02 -0.01 0.01
H 2.334 6.104 -1.824 0.03 -0.04 -0.03
H -1.229 5.287 -1.992 -0.03 0.17 -0.02
H -0.773 7.008 -1.821 0.05 -0.04 -0.06
H -3.015 6.332 -0.907 0.00 -0.06 -0.06
H -2.040 7.005 0.245 -0.01 0.00 0.00
H -2.688 3.812 0.172 -0.02 0.00 0.16
N 3.348 0.003 -1.973 -0.03 0.02 -0.04
C 3.360 1.158 -1.288 -0.02 0.05 0.15
O 3.959 2.159 -1.696 0.08 -0.07 0.06
C 2.573 1.175 -0.019 -0.10 0.02 -0.24
C 3.048 1.732 1.164 0.06 -0.04 0.05
C 2.171 1.825 2.227 -0.01 -0.03 0.02
C 0.868 1.364 2.084 -0.01 -0.05 0.06
N 0.410 0.808 0.961 0.14 0.27 -0.43
C 1.264 0.731 -0.076 -0.13 0.00 0.09
H 3.715 0.001 -2.910 0.00 -0.01 0.00
H 2.769 -0.765 -1.672 0.02 0.00 0.03
H 4.079 2.053 1.249 -0.03 0.06 -0.03
H 2.481 2.249 3.173 0.01 -0.02 0.01
H 0.163 1.417 2.902 0.00 0.04 -0.01
H 0.843 0.326 -0.988 0.00 -0.03 0.00
C 1.853 -6.232 -1.387 -0.02 0.01 0.03
C 1.150 -6.215 -0.184 0.02 -0.01 -0.02
C 0.513 -5.059 0.235 0.02 0.01 -0.01
C 0.569 -3.892 -0.530 -0.03 0.01 0.02
C 1.268 -3.926 -1.728 0.04 -0.01 -0.05
C 1.908 -5.086 -2.162 0.00 0.01 0.01
As -0.282 -2.146 0.000 -0.04 -0.20 0.00
C 0.611 -2.175 1.773 -0.02 0.01 -0.04
C 0.028 -1.747 2.963 -0.01 0.01 -0.02
C 0.770 -1.658 4.136 0.00 0.01 -0.02
C 2.120 -1.977 4.140 0.00 0.01 -0.02
C 2.722 -2.381 2.956 0.01 0.01 0.03
C 1.974 -2.475 1.791 -0.01 -0.01 -0.02
C -2.038 -2.982 0.322 0.10 -0.03 -0.05
C -2.472 -3.930 -0.603 0.03 -0.02 0.02
C -3.718 -4.525 -0.484 -0.02 0.01 0.01
C -4.557 -4.181 0.568 0.02 0.00 -0.02
C -4.150 -3.214 1.472 0.01 0.00 -0.01
C -2.907 -2.608 1.339 -0.03 0.07 0.00
H 2.348 -7.138 -1.717 0.00 0.00 0.00
H 1.100 -7.111 0.424 0.00 0.00 0.00
H -0.039 -5.058 1.168 0.00 0.01 0.00
H 1.299 -3.034 -2.349 -0.02 0.00 0.00
H 2.441 -5.093 -3.106 0.00 0.00 0.00
H -1.007 -1.440 2.979 -0.04 -0.01 -0.01
H 0.288 -1.323 5.047 -0.01 -0.01 0.01
H 2.699 -1.903 5.052 0.00 0.00 0.00
H 3.777 -2.627 2.938 0.00 0.01 0.00
H 2.464 -2.797 0.879 -0.01 -0.02 0.01
H -1.836 -4.204 -1.435 0.00 0.00 0.00
H -4.038 -5.252 -1.221 0.00 -0.01 0.00
H -5.531 -4.646 0.665 -0.01 0.01 -0.01
H -4.812 -2.898 2.268 0.00 0.00 0.00
H -2.657 -1.790 1.997 0.03 0.02 0.01
```
Positions in Å, forces in eV/Å.

Results
LUMO energy (eV): 2.16
HOMO level (hartree): -0.1218
Gap between HOMO and LUMO (eV): 5.5
Total charge: -1

Löwdin analysis output, partial charges in e:
1. Pd 0.419
2. O -0.163
3. P 0.254
4. O -0.282
5. O -0.145
6. O -0.252
7. P 0.170
8. O -0.141
9. O -0.352
10. O -0.360
11. H 0.021
12. H 0.062
13. N 0.110
14. C -0.180
15. P 0.389
16. O -0.364
17. O -0.373
18. C -0.342
19. N -0.027
20. H 0.155
21. H 0.089
22. H 0.088
23. H 0.101
24. H 0.092
25. H 0.054
26. H 0.089
27. H 0.068
28. H 0.064
29. H 0.065
30. N 0.209
31. C -0.471
32. O 0.011
33. C -0.153
34. C -0.037
35. C -0.042
36. C -0.111
37. N -0.068
38. C -0.142
39. H 0.121
40. H 0.100
41. H 0.120
42. H 0.108
43. H 0.114
44. H 0.082
45. C -0.111
46. C -0.093
47. C -0.112
48. C -0.412
49. C -0.140
50. C -0.107
51. As 1.317
52. C -0.373
53. C -0.124
54. C -0.101
55. C -0.113
56. C -0.101
57. C -0.129
58. C -0.377
59. C -0.122
60. C -0.094
61. C -0.104
62. C -0.089
63. C -0.129
64. H 0.092
65. H 0.095
66. H 0.110
67. H 0.083
68. H 0.092
69. H 0.071
70. H 0.097
71. H 0.091
72. H 0.094
73. H 0.092
74. H 0.099
75. H 0.094
76. H 0.092
77. H 0.099
78. H 0.065

Density functional theory data (ωB97M-V with the def2-TZVPD basis set) for a 2-piece molecular cluster, C41H49F3N4O2S2 overall.

Geometry as XYZ:
```
101
Properties=species:S:1:pos:R:3:forces:R:3
C 4.634 0.488 -1.864 0.15 -0.27 0.13
C 4.047 1.842 -1.463 -0.31 0.47 -0.02
C 4.831 2.974 -2.129 -0.10 0.01 0.01
C 3.964 1.947 0.052 -0.13 0.07 -0.24
C 4.917 2.624 0.812 0.00 -0.28 0.12
C 4.914 2.499 2.203 -0.06 0.20 -0.03
C 3.967 1.700 2.835 0.19 -0.14 -0.13
C 3.029 0.983 2.086 -0.45 -0.05 0.19
C 2.181 -0.089 2.774 -0.06 0.36 -0.47
C 1.157 0.512 3.730 -0.15 0.07 0.08
C 3.076 -1.126 3.449 0.21 -0.01 -0.06
C 2.954 1.224 0.709 0.59 -0.08 0.04
N 1.929 0.569 -0.077 -0.74 -1.71 -0.34
N 2.216 -0.701 -0.485 -1.20 -0.68 -0.24
N 1.027 -1.298 -0.670 1.39 1.96 1.53
C 0.953 -2.670 -1.103 0.15 -0.88 -0.13
C 0.477 -3.654 -0.217 0.06 0.14 0.38
C 0.527 -3.429 1.297 -0.51 0.60 -0.49
C 1.824 -4.012 1.856 0.12 -0.07 -0.18
C -0.711 -3.955 2.022 0.01 0.05 -0.05
C 0.090 -4.888 -0.742 0.17 -0.06 -0.16
C 0.256 -5.155 -2.101 -0.01 0.13 -0.13
C 0.900 -4.232 -2.929 0.06 -0.26 0.35
C 1.327 -3.005 -2.412 -0.25 0.24 -0.49
C 2.157 -2.046 -3.258 -0.17 0.36 0.48
C 1.296 -1.308 -4.280 -0.09 0.01 -0.09
C 3.376 -2.731 -3.872 -0.10 -0.12 0.12
C -0.012 -0.467 -0.287 0.21 -2.53 -1.19
C -1.381 -0.931 -0.204 -1.40 -0.45 0.08
C -2.141 -0.591 0.941 0.56 -0.11 -0.53
C -3.410 -1.127 1.127 -0.07 0.01 -0.21
C -3.974 -1.958 0.153 0.29 0.23 0.00
C -3.263 -2.242 -1.020 -0.24 -0.14 0.15
C -1.977 -1.756 -1.194 0.63 0.50 0.40
C 0.530 0.757 -0.004 0.96 3.04 1.30
C -0.074 1.995 0.299 1.64 -1.66 0.55
H 4.129 -0.325 -1.332 0.34 0.20 -0.28
H 4.514 0.326 -2.942 0.10 0.04 0.12
H 5.704 0.448 -1.616 -0.20 0.04 -0.09
H 3.006 1.881 -1.820 0.23 0.02 -0.06
H 4.498 3.954 -1.777 0.05 -0.06 -0.06
H 5.906 2.876 -1.932 -0.18 0.05 -0.04
H 4.683 2.934 -3.214 0.08 0.00 0.17
H 5.680 3.227 0.312 -0.24 -0.29 0.22
H 5.687 2.998 2.791 -0.32 -0.05 -0.14
H 3.971 1.586 3.924 0.13 0.00 -0.42
H 1.629 -0.608 1.981 0.03 0.06 0.15
H 0.579 1.292 3.221 0.03 -0.13 0.11
H 0.467 -0.270 4.080 0.16 0.22 0.02
H 1.647 0.968 4.601 -0.11 -0.11 -0.11
H 3.735 -1.593 2.704 -0.14 0.03 0.22
H 3.715 -0.671 4.216 -0.18 -0.09 -0.09
H 2.465 -1.902 3.922 0.13 0.11 -0.05
H 0.548 -2.339 1.431 0.01 -0.23 0.18
H 2.692 -3.504 1.422 -0.09 -0.12 0.04
H 1.877 -3.893 2.943 -0.08 -0.08 -0.14
H 1.889 -5.078 1.604 0.03 0.14 0.14
H -1.628 -3.606 1.532 0.14 -0.12 0.06
H -0.706 -5.053 2.048 -0.11 0.21 0.10
H -0.718 -3.571 3.048 0.00 -0.21 -0.09
H -0.336 -5.655 -0.082 0.26 0.38 -0.29
H -0.077 -6.109 -2.513 0.07 0.26 0.12
H 1.085 -4.477 -3.982 0.01 0.11 0.51
H 2.531 -1.309 -2.540 0.05 -0.06 -0.44
H 0.435 -0.842 -3.782 0.12 -0.06 -0.17
H 1.874 -0.512 -4.768 -0.13 -0.20 0.03
H 0.924 -2.001 -5.048 0.03 0.20 0.12
H 3.964 -3.204 -3.079 -0.02 -0.04 -0.17
H 3.081 -3.497 -4.598 0.12 0.08 0.06
H 4.021 -2.005 -4.376 -0.15 -0.05 0.02
H -1.682 0.079 1.674 -0.29 -0.33 -0.11
H -3.963 -0.866 2.028 0.06 -0.11 -0.21
H -4.973 -2.369 0.294 0.22 0.07 -0.02
H -3.727 -2.861 -1.795 0.23 0.21 0.29
H -1.385 -2.000 -2.082 -0.38 0.03 0.22
H -0.865 1.962 1.049 0.19 0.31 -0.52
H 0.571 2.875 0.186 -0.17 -0.31 0.67
C -4.360 3.768 -1.752 -0.24 0.01 -0.51
N -3.642 3.548 -0.517 1.96 0.60 0.24
S -1.768 3.481 -0.657 -3.19 0.57 0.01
C -1.430 5.074 -1.464 -0.05 0.68 0.14
F -0.081 5.297 -1.351 -1.15 -0.10 -0.32
F -1.757 5.063 -2.783 0.40 0.32 0.65
F -2.088 6.117 -0.894 0.61 -0.72 -0.57
S -4.358 4.166 0.852 0.89 -0.37 0.40
C -5.534 2.873 1.220 -0.21 -0.14 0.03
C -6.442 3.095 2.261 -0.01 -0.02 -0.03
C -7.267 2.050 2.677 0.20 0.02 -0.21
C -7.183 0.800 2.051 0.12 0.10 -0.13
C -6.302 0.604 0.984 -0.11 0.30 0.04
C -5.485 1.653 0.553 -0.02 -0.04 0.19
O -3.373 4.144 1.910 -0.60 0.12 -0.65
O -5.084 5.367 0.551 0.04 -0.12 0.07
H -3.758 3.287 -2.522 -0.27 0.01 -0.18
H -5.348 3.294 -1.695 0.15 0.11 -0.10
H -4.488 4.830 -1.993 0.04 -0.18 0.06
H -6.494 4.081 2.731 0.03 -0.39 -0.10
H -7.972 2.211 3.492 0.17 -0.06 -0.20
H -7.814 -0.023 2.387 0.14 0.23 -0.07
H -6.236 -0.359 0.478 -0.11 0.27 0.16
H -4.794 1.549 -0.282 -0.16 -0.24 0.34
```
Positions in Å, forces in eV/Å.

Results
LUMO energy (eV): 0.06
HOMO level (hartree): -0.2309
Gap between HOMO and LUMO (eV): 6.3
Total charge: 0

Results of the Löwdin charge analysis, in e, for atoms 1 through 99:
1. C -0.065
2. C -0.371
3. C -0.080
4. C -0.125
5. C -0.023
6. C -0.057
7. C -0.031
8. C -0.113
9. C -0.370
10. C -0.051
11. C -0.060
12. C -0.091
13. N 0.010
14. N 0.151
15. N 0.026
16. C -0.095
17. C -0.128
18. C -0.365
19. C -0.051
20. C -0.053
21. C -0.023
22. C -0.053
23. C -0.023
24. C -0.130
25. C -0.388
26. C -0.048
27. C -0.058
28. C -0.120
29. C -0.141
30. C -0.012
31. C -0.089
32. C -0.098
33. C -0.072
34. C -0.017
35. C -0.236
36. C -0.187
37. H 0.048
38. H 0.079
39. H 0.092
40. H 0.136
41. H 0.084
42. H 0.078
43. H 0.081
44. H 0.110
45. H 0.108
46. H 0.117
47. H 0.098
48. H 0.075
49. H 0.081
50. H 0.082
51. H 0.086
52. H 0.078
53. H 0.071
54. H 0.107
55. H 0.080
56. H 0.072
57. H 0.087
58. H 0.074
59. H 0.078
60. H 0.084
61. H 0.120
62. H 0.108
63. H 0.120
64. H 0.086
65. H 0.078
66. H 0.082
67. H 0.084
68. H 0.089
69. H 0.074
70. H 0.078
71. H 0.115
72. H 0.109
73. H 0.099
74. H 0.110
75. H 0.114
76. H 0.017
77. H 0.041
78. C -0.172
79. N -0.528
80. S 1.123
81. C -0.803
82. F 0.062
83. F 0.067
84. F 0.087
85. S 0.605
86. C -0.263
87. C -0.053
88. C -0.071
89. C -0.075
90. C -0.082
91. C -0.067
92. O -0.303
93. O -0.281
94. H 0.079
95. H 0.086
96. H 0.087
97. H 0.124
98. H 0.107
99. H 0.105

What are the energy relative to the best compared isomer or geometry (same formula, charge and spin) values for these records? In order: 15.6, 7.8, 7.5 kcal/mol.